# C3H7N5

A single C3H7N5 molecule in a non-equilibrium geometry (ωB97M-V/def2-TZVPD, the Open Molecules 2025 dataset).

As for the relative energy (zero: lowest compared OMol25 entry of this formula, charge and spin): 154.3 kJ/mol. The highest occupied orbital energy is -0.30178 Eh. The value obtained for the total energy is -392.24027 Eh. Its SMILES is Cc1nnn(N)c1N.

Last column: Mulliken charge in e.
Atoms and positions in Å:
C (0.29791, -1.16093, -2.02733)  -1.15
C (0.16934, -0.86301, -0.57405)  0.21
N (0.56098, -1.71883, 0.39007)  -0.36
N (0.42818, -1.17774, 1.54022)  -0.76
N (-0.07084, 0.05541, 1.36659)  0.80
N (-0.22830, 0.95693, 2.40982)  -0.87
C (-0.25969, 0.30671, 0.04637)  0.64
N (-0.84523, 1.44868, -0.43939)  -0.48
H (0.45658, -0.24318, -2.58220)  0.33
H (1.15609, -1.83117, -2.17017)  0.33
H (-0.60049, -1.66167, -2.41191)  0.23
H (-0.24238, 0.39814, 3.27478)  0.33
H (0.58486, 1.60220, 2.45149)  0.24
H (-0.65198, 1.61918, -1.42302)  0.24
H (-0.75503, 2.26925, 0.14873)  0.26

=====

# C3H7N5

A single C3H7N5 molecule in a non-equilibrium geometry (ωB97M-V/def2-TZVPD, the Open Molecules 2025 dataset).

As for the relative energy (zero: lowest compared OMol25 entry of this formula, charge and spin): 172.3 kJ/mol. The highest occupied orbital energy is -0.33001 Eh. The value obtained for the total energy is -392.23344 Eh. Its SMILES is [H]/N=c1\[nH][nH]/c(=N\[H])n1C.

Last column: Mulliken charge in e.
Atoms and positions in Å:
H (3.08079, -0.41131, -0.52809)  0.21
N (2.29743, 0.15012, -0.41955)  -0.61
C (1.16793, -0.25658, -0.14893)  0.30
N (0.72275, -1.50882, 0.29677)  -0.26
N (-0.69300, -1.57800, 0.00774)  -0.22
C (-1.16632, -0.32917, -0.15876)  0.31
N (-2.23245, 0.22176, -0.42752)  -0.60
H (-2.92148, -0.54298, -0.28116)  0.21
N (-0.02219, 0.49950, -0.21823)  0.09
C (-0.01141, 1.77442, 0.31461)  -0.98
H (1.16346, -2.34873, -0.11866)  0.31
H (-1.35832, -2.20305, 0.48189)  0.26
H (-1.04545, 2.02669, 0.47636)  0.43
H (0.36750, 2.52986, -0.41970)  0.25
H (0.65077, 1.97629, 1.14324)  0.31